1.
C21H23CuF6IN4O2PSTe as an isolated structure at a distorted geometry. Source: OMol25; level of theory: the ωB97M-V functional and the def2-TZVPD basis.

```
! RIJCOSX wB97M-V def2-TZVPD def2/J DEFGRID3
* xyz 0 1
Cu 0.73204 -0.40545 0.71088
C -2.79498 0.88656 3.19117
C -1.46153 1.20750 3.67622
N -1.40898 1.70447 4.89096
C -0.20534 1.89599 5.42269
C 1.00714 1.75020 4.72529
C 2.32298 1.93144 5.43748
O 2.60208 3.37340 5.25533
C 1.02742 1.36437 3.38859
C 2.19393 1.18548 2.62437
N 2.36444 0.26686 1.68142
C 3.58014 0.11482 0.99467
C 4.77084 -0.14458 1.68317
C 5.91962 -0.51370 0.98347
C 5.99288 -0.33392 -0.40458
C 4.83632 0.07916 -1.07390
C 3.60050 0.16119 -0.36376
I 1.82987 -0.10070 -1.41022
C -0.27346 1.11740 2.79893
O -0.49157 0.87060 1.55805
H -3.48758 1.04990 3.96345
H -2.83377 -0.17056 2.99729
H -3.04575 1.43529 2.20762
H -0.19636 2.24817 6.45595
H 3.09868 1.29473 4.96423
H 2.29579 1.66030 6.52055
H 3.33900 3.68359 5.85148
H 2.98649 1.90666 2.81837
H 4.74821 -0.05484 2.78504
H 6.79212 -0.89300 1.48678
H 6.86208 -0.65401 -0.96815
H 4.79656 0.33341 -2.12251
C -1.88437 -3.30717 -5.53800
C -2.62295 -2.74222 -4.42158
C -2.93085 -3.36323 -3.23053
C -3.89269 -2.74114 -2.47236
N -4.34844 -1.51179 -2.68053
C -3.72398 -0.84773 -3.68652
S -4.06892 0.86792 -3.85903
N -2.97901 -1.47204 -4.63626
H -1.00033 -2.72710 -5.85255
H -2.48003 -3.43163 -6.46584
H -1.57659 -4.32874 -5.34604
H -2.30905 -4.24002 -2.90215
H -4.48900 -3.24471 -1.68423
F -0.99747 -1.35564 -0.01041
P -1.20751 -2.92120 0.75296
F -2.69001 -2.89258 0.12140
F 0.28020 -2.69742 1.42934
F -0.58609 -3.55306 -0.56930
F -1.35798 -4.36628 1.48671
F -1.79688 -1.96506 2.04805
C -1.42226 2.31921 -2.20440
Te -1.69783 1.49981 -4.17924
C -1.85297 3.14339 -5.57081
H -0.46294 2.88515 -2.17109
H -1.40407 1.45642 -1.48830
H -2.31161 2.90936 -2.05296
H -0.88100 3.68770 -5.67595
H -2.62872 3.90487 -5.32070
H -2.17646 2.78421 -6.54999
*
```

The HOMO-LUMO gap comes out at 3.69 eV. The HOMO energy comes out at -6.19 eV. The value obtained for the LUMO energy is -2.494 eV. The maximum force comes out at 3.6 eV Å⁻¹.

=====

2.
One molecule with the formula C21H23F2N3O5S at a distorted geometry. Source: OMol25; level of theory: the ωB97M-V functional and the def2-TZVPD basis.

```
! RIJCOSX wB97M-V def2-TZVPD def2/J DEFGRID3
* xyz 0 1
C 2.90157 1.09140 2.28700
O 2.05614 1.84490 1.45605
C 2.69078 2.96251 0.87028
C 1.70236 3.67198 -0.05128
C 1.34342 2.86065 -1.30061
N 0.74198 1.59009 -0.94804
C -0.58397 1.60551 -0.53854
O -1.26907 2.59934 -0.63764
C -0.96862 0.27686 -0.05746
C -2.17540 -0.18501 0.32470
C -3.42743 0.52376 0.49510
C -3.51717 1.83267 0.96727
C -4.74453 2.43971 1.15246
C -5.91020 1.75536 0.85820
C -5.85391 0.44812 0.39821
C -4.62594 -0.16799 0.23806
O -4.49262 -1.47266 -0.22532
C -5.54146 -2.30959 -0.11958
F -5.07681 -3.56446 -0.20383
F -6.41856 -2.17030 -1.14810
S 0.41573 -0.82507 -0.12336
C 1.41749 0.42227 -0.79423
C 2.72096 0.13697 -1.13024
C 3.64634 1.00327 -1.71293
N 4.49422 1.62319 -2.18925
C 3.19111 -1.21454 -0.79930
O 2.42798 -2.02799 -0.28025
N 4.46763 -1.51346 -1.11669
C 5.10863 -2.70020 -0.60924
C 5.97267 -2.37255 0.62432
O 5.28082 -1.68530 1.63328
C 4.32367 -2.45785 2.32850
H 3.27520 1.69521 3.12261
H 2.30174 0.26783 2.66916
H 3.75835 0.68889 1.73278
H 3.58109 2.64323 0.30778
H 3.02167 3.65524 1.65992
H 2.13503 4.61999 -0.37033
H 0.78842 3.87438 0.50918
H 2.22100 2.68827 -1.92105
H 0.59442 3.41322 -1.87560
H -2.23880 -1.25210 0.50537
H -2.61276 2.36810 1.19860
H -4.79072 3.45288 1.52014
H -6.87077 2.23139 0.98083
H -6.76853 -0.06791 0.14977
H -6.12087 -2.21163 0.81943
H 5.06617 -0.77047 -1.44773
H 5.74207 -3.13791 -1.38465
H 4.31681 -3.40472 -0.34744
H 6.40396 -3.30745 1.01260
H 6.78546 -1.70078 0.33216
H 4.75457 -3.41146 2.65373
H 4.04185 -1.87195 3.20137
H 3.43406 -2.64806 1.72029
*
```

The HOMO-LUMO gap comes out at 7.54 eV. The HOMO energy comes out at -8.22 eV. As for the SMILES: COCCCn1c(=O)/c(=C\c2ccccc2OC(F)F)s/c1=C(/C#N)C(=O)NCCOC. The calculation puts the energy above the lowest of the compared OMol25 structures with the same formula, charge and spin at 122.0 kJ/mol. The value obtained for the LUMO energy is -0.679 eV. The maximum force comes out at 1.4 eV Å⁻¹.

=====

3.
A 7-piece molecular cluster, C21H23F6NO23 overall. Source: OMol25; level of theory: the ωB97M-V functional and the def2-TZVPD basis.

```
! RIJCOSX wB97M-V def2-TZVPD def2/J DEFGRID3
* xyz 0 1
O -0.80923 4.98815 0.85951
C -0.39705 3.88370 1.00943
O -0.16521 3.00982 0.00807
C 0.45271 1.83948 0.56050
C 0.01408 1.91854 2.00218
F 0.92546 1.39559 2.85897
O -0.10692 3.32148 2.21046
H 1.53542 1.91296 0.45520
H 0.09064 0.95030 0.05854
H -0.94361 1.44326 2.19976
O -0.74968 -4.14858 2.74222
C 0.20341 -3.44582 2.71558
O 0.38171 -2.43001 1.83862
C 1.56993 -1.71358 2.20293
C 2.33156 -2.76189 2.98580
F 3.06099 -2.22865 3.99054
O 1.28412 -3.55111 3.53228
H 1.31165 -0.86802 2.83521
H 2.08425 -1.37053 1.31045
H 2.97935 -3.40244 2.38490
O -2.07164 0.17314 3.61588
C -3.19482 0.44653 3.34836
O -3.66515 0.58758 2.08942
C -5.08344 0.77131 2.15309
C -5.26704 1.28262 3.56788
F -6.42753 0.86815 4.12195
O -4.17881 0.68192 4.25153
H -5.58048 -0.19054 2.02263
H -5.41140 1.46563 1.38564
H -5.19482 2.36627 3.67296
O -1.27311 -3.03071 -3.75908
C -1.46632 -3.50354 -2.68918
O -2.65785 -3.56100 -2.06236
C -2.50789 -4.33073 -0.86126
C -1.02530 -4.20000 -0.59244
F -0.48883 -5.31512 -0.03946
O -0.49620 -4.05057 -1.90393
H -2.77853 -5.36897 -1.05804
H -3.12999 -3.92710 -0.06874
H -0.74844 -3.33600 0.00951
O 5.52163 -4.49900 -2.59683
C 4.47127 -5.03663 -2.67436
O 3.63050 -5.25615 -1.63525
C 2.39835 -5.77693 -2.14965
C 2.83723 -6.36158 -3.47483
F 1.88024 -6.26425 -4.42701
O 3.93240 -5.53581 -3.82334
H 1.69249 -4.95990 -2.29234
H 1.97814 -6.50702 -1.46353
H 3.17559 -7.39810 -3.42636
O 2.96590 8.44004 -1.57136
C 2.74055 8.00672 -0.49452
O 1.52725 7.99345 0.10393
C 1.62729 7.24763 1.32156
C 3.10730 7.34358 1.62368
F 3.58506 6.22860 2.22884
O 3.67548 7.45426 0.33372
H 1.32759 6.21685 1.14129
H 0.99050 7.68097 2.08679
H 3.39806 8.21237 2.21671
C -1.98547 3.19456 -2.51350
O -2.26253 1.93084 -1.87579
C -1.52691 0.87970 -2.19844
O -1.42003 -0.09629 -1.49565
O -0.91717 1.02496 -3.39742
C 0.12594 0.10830 -3.64254
O 1.19933 0.43817 -2.77766
N 1.57968 -0.72795 -2.02222
O 1.89393 -0.43160 -0.94764
H -0.93280 3.28656 -2.76477
H -2.24376 3.97117 -1.79255
H -2.61513 3.30855 -3.39769
H 0.42329 0.23420 -4.68535
H -0.18722 -0.92178 -3.48143
*
```

The HOMO-LUMO gap comes out at 10.66 eV. The HOMO energy comes out at -11.32 eV. As for the SMILES: O=C1OC[C@@H](F)O1.O=C1OC[C@@H](F)O1.O=C1OC[C@@H](F)O1.O=C1OC[C@@H](F)O1.O=C1OC[C@@H](F)O1.O=C1OC[C@@H](F)O1.COC(=O)OCON=O. The value obtained for the LUMO energy is -0.660 eV. The maximum force comes out at 0.7 eV Å⁻¹.

=====

4.
C21H23FN4O3S as an isolated structure at a distorted geometry. Source: OMol25; level of theory: the ωB97M-V functional and the def2-TZVPD basis.

```
! RIJCOSX wB97M-V def2-TZVPD def2/J DEFGRID3
* xyz 0 1
C 0.27057 4.41995 -0.93811
C -0.53105 3.08864 -0.79974
C -1.45351 2.61590 0.14413
C -1.81830 1.38189 -0.12654
C -1.27727 0.87101 -1.32953
N -1.24179 -0.45743 -1.60135
C -1.97499 -1.06534 -0.84646
N -2.89138 -0.78951 0.10679
C -2.67132 0.52548 0.57357
O -3.24728 0.96343 1.71362
C -3.56001 -1.82680 0.99650
H -4.08489 -2.50992 0.22118
H -4.53698 -0.89216 1.40373
C -2.69004 -2.39111 2.07270
O -2.43877 -3.48000 1.79970
N -2.19460 -1.41803 3.01385
H -2.66383 -0.34383 2.97610
C -1.10675 -1.66124 3.84858
H -1.09338 -2.92307 3.87092
H -1.30834 -1.44167 4.91667
C 0.00080 -0.97375 3.22660
H -0.04548 0.02614 3.18214
H 0.88085 -1.06492 4.13219
C 0.75462 -1.53087 2.08111
C 1.06040 -0.65534 1.01806
O 0.80755 0.70999 1.25552
N 2.12624 -0.69695 0.27668
H 2.37809 -2.01866 0.31389
C 3.00546 0.05898 -0.59398
C 2.94882 -0.48183 -1.94095
C 1.76892 -1.21659 -2.59445
C 1.76258 -1.58689 -3.99414
C 3.02293 -1.53118 -4.54635
C 4.14183 -0.82750 -4.08874
C 4.11970 -0.40504 -2.77174
H 5.01852 -0.22212 -2.20204
H 4.93023 -0.94133 -4.70359
F 3.26924 -1.92701 -5.67823
H 0.99349 -2.05097 -4.34030
H 1.03447 -1.25377 -2.04086
H 2.39496 1.07228 -0.42724
H 4.17314 0.14702 -0.16403
H -0.15958 -1.90092 1.35943
H 1.32627 -2.17941 2.14784
H -2.27439 -2.34260 -1.23186
S -0.15947 1.85773 -1.92993
C -1.86762 3.73146 1.17656
H -2.67294 3.26894 1.79121
H -2.31660 4.41532 0.65197
H -0.86400 3.82822 1.70799
H 0.83613 4.36912 -1.91322
H 0.80566 4.53950 -0.15535
H -0.68690 5.11678 -1.02053
*
```

The HOMO-LUMO gap comes out at 8.45 eV. The HOMO energy comes out at -8.10 eV. The calculation puts the energy above the lowest of the compared OMol25 structures with the same formula, charge and spin at 1687.2 kJ/mol. The value obtained for the LUMO energy is 0.343 eV. The maximum force comes out at 16.4 eV Å⁻¹.